No. 1
{
  "formula": "C32H37FeN8O4S2",
  "method": "wB97M-V/def2-TZVPD",
  "lumo_energy_ev": [2.5, 2.5],
  "gap_ha": [0.2306, 0.2366],
  "charge": -1,
  "species": ["Fe", "C", "C", "C", "C", "C", "C", "C", "S", "O", "O", "N", "C", "C", "C", "C", "C", "N", "H", "H", "H", "H", "H", "H", "H", "H", "H", "H", "H", "C", "O", "C", "O", "N", "N", "H", "H", "H", "H", "H", "H", "C", "C", "C", "C", "N", "C", "S", "N", "C", "H", "H", "H", "H", "H", "H", "H", "H", "N", "C", "C", "C", "C", "C", "C", "H", "H", "H", "H", "H", "H", "H", "N", "C", "C", "C", "C", "C", "C", "H", "H", "H", "H", "H"],
  "positions_angstrom": [[-0.0782, 0.4673, 1.5181], [2.6951, -2.5930, -4.8111], [2.8950, -2.1596, -3.3847], [2.4654, -0.9084, -2.9591], [2.5976, -0.5238, -1.6329], [3.1629, -1.3925, -0.7214], [3.6077, -2.6450, -1.1252], [3.4725, -3.0190, -2.4514], [3.3771, -0.9255, 0.9759], [3.1539, -2.1413, 1.7336], [4.6996, -0.3451, 1.0995], [2.2077, 0.1169, 1.2378], [2.3655, 1.3579, 1.7763], [3.5272, 2.1156, 2.0310], [3.3800, 3.3675, 2.5835], [2.1185, 3.8787, 2.8913], [1.0258, 3.0843, 2.6192], [1.1525, 1.8756, 2.0766], [2.7424, -1.7405, -5.4897], [1.7157, -3.0621, -4.9318], [3.4506, -3.3188, -5.1158], [1.9975, -0.2240, -3.6577], [2.2428, 0.4417, -1.3087], [4.0341, -3.3235, -0.3977], [3.8009, -4.0039, -2.7649], [4.4933, 1.7040, 1.7927], [4.2650, 3.9615, 2.7815], [1.9913, 4.8567, 3.3330], [0.0109, 3.3932, 2.8385], [-1.3502, -1.2804, 6.2877], [-0.3556, -0.8845, 5.3539], [-0.5170, -1.1453, 4.0432], [0.3035, -0.7045, 3.2617], [-1.5546, -1.9379, 3.6893], [-1.9028, -2.1494, 2.3456], [-1.0017, -0.9325, 7.2556], [-1.4610, -2.3667, 6.3180], [-2.3070, -0.8019, 6.0646], [-2.3139, -2.0783, 4.3291], [-2.0706, -1.2423, 1.9082], [-1.1128, -2.5781, 1.8637], [-3.1596, 2.8445, -1.8607], [-3.4159, 2.9491, -0.3933], [-4.3637, 3.8061, 0.1217], [-4.4981, 3.8657, 1.5115], [-3.7821, 3.1145, 2.3251], [-2.8876, 2.2593, 1.7813], [-1.9991, 1.2276, 2.8015], [-2.6977, 2.1839, 0.4415], [-5.4581, 4.8308, 2.1447], [-3.8463, 3.4932, -2.4027], [-3.2879, 1.8156, -2.1961], [-2.1327, 3.1220, -2.0996], [-4.9651, 4.4221, -0.5317], [-1.7676, 1.4691, 0.0837], [-6.3595, 4.9457, 1.5423], [-4.9836, 5.8112, 2.2266], [-5.7170, 4.4931, 3.1453], [0.5080, -2.9134, 0.5928], [0.3475, -3.5910, -0.6126], [-0.3081, -2.9703, -1.6768], [-0.5020, -3.6454, -2.8682], [-0.0527, -4.9519, -3.0280], [0.6003, -5.5704, -1.9698], [0.8004, -4.9017, -0.7724], [1.3518, -3.1496, 1.1033], [0.4804, -1.9030, 0.4899], [-0.6350, -1.9459, -1.5473], [-1.0005, -3.1383, -3.6868], [-0.2038, -5.4765, -3.9632], [0.9645, -6.5857, -2.0767], [1.3185, -5.3870, 0.0473], [-0.7919, 0.6687, -0.1439], [-0.4150, 1.0892, -1.3706], [-0.9703, 0.5493, -2.5651], [-0.6702, 1.0583, -3.8138], [0.2126, 2.1266, -3.9674], [0.7898, 2.6629, -2.8186], [0.4959, 2.1653, -1.5607], [-1.6832, -0.2626, -2.4708], [-1.1345, 0.6134, -4.6887], [0.4491, 2.5205, -4.9475], [1.4869, 3.4909, -2.9028], [0.9561, 2.6011, -0.6793]],
  "forces_ev_per_angstrom": [[0.211, -0.416, 0.410], [0.002, 0.003, -0.014], [0.011, -0.014, 0.025], [-0.019, 0.017, 0.000], [0.023, 0.039, -0.058], [0.002, -0.085, 0.041], [-0.040, -0.012, -0.017], [-0.008, 0.009, -0.023], [0.063, 0.000, 0.142], [0.003, -0.014, 0.003], [-0.021, -0.007, -0.007], [-0.163, 0.050, -0.244], [-0.003, 0.020, 0.049], [-0.014, -0.001, -0.015], [0.035, -0.002, -0.014], [-0.040, 0.015, 0.006], [0.099, -0.007, -0.044], [0.194, 0.116, 0.190], [-0.005, -0.003, 0.000], [-0.005, -0.009, 0.013], [-0.006, -0.003, 0.006], [-0.007, 0.006, -0.007], [-0.023, 0.033, 0.018], [-0.005, 0.010, 0.007], [-0.004, 0.003, -0.001], [0.002, 0.010, 0.008], [-0.001, -0.002, 0.001], [0.000, 0.001, -0.002], [-0.011, -0.007, -0.002], [0.002, 0.000, -0.026], [0.026, -0.021, -0.014], [-0.112, -0.092, 0.024], [0.168, 0.163, 0.007], [-0.046, 0.080, 0.014], [-0.056, 0.001, -0.027], [0.005, -0.001, -0.002], [-0.004, -0.003, -0.007], [-0.001, -0.008, -0.006], [0.009, -0.041, 0.018], [-0.049, 0.013, 0.013], [0.016, -0.098, 0.038], [-0.081, -0.032, -0.020], [0.049, -0.006, 0.276], [-0.027, 0.050, 0.031], [-0.023, 0.016, -0.099], [0.028, -0.061, 0.086], [-0.370, 0.108, -0.279], [0.239, 0.027, -0.087], [-1.084, 1.192, 0.380], [0.011, 0.004, -0.008], [0.010, -0.006, -0.023], [0.011, 0.027, 0.000], [0.047, -0.003, 0.013], [-0.015, 0.019, 0.009], [0.904, -1.450, -0.248], [-0.001, 0.001, 0.004], [-0.010, 0.008, 0.014], [-0.002, -0.005, 0.000], [0.094, -0.016, 0.116], [0.021, -0.012, -0.038], [0.032, 0.009, 0.018], [-0.003, 0.006, -0.030], [0.012, 0.009, -0.001], [0.009, 0.007, 0.004], [-0.013, -0.005, 0.015], [-0.005, 0.031, 0.009], [-0.030, 0.000, -0.098], [-0.022, 0.033, -0.037], [-0.002, -0.001, 0.005], [0.000, 0.000, 0.001], [-0.003, 0.000, -0.005], [-0.004, 0.001, 0.000], [-0.487, 0.356, -0.126], [0.510, -0.006, -0.555], [0.054, 0.024, 0.221], [0.067, 0.059, -0.090], [-0.044, -0.088, 0.059], [0.029, 0.066, -0.014], [-0.127, -0.057, -0.010], [0.012, -0.036, 0.024], [0.006, 0.010, -0.005], [-0.001, 0.001, -0.002], [-0.003, -0.006, -0.017], [-0.016, -0.019, 0.006]],
  "mulliken_charge": [0.267, -1.558, 0.941, -0.597, -0.132, -0.113, -0.801, -0.882, 1.124, -0.763, -0.788, 0.153, 0.359, -1.043, -0.386, -0.912, -0.080, 0.528, 0.391, 0.222, 0.415, 0.366, 0.676, 0.498, 0.306, 0.563, 0.374, 0.410, 0.351, -0.880, -0.328, 0.143, -0.057, 0.191, -0.901, 0.250, 0.338, 0.324, 0.253, 0.264, 0.456, -1.078, 1.114, -1.020, 0.873, -0.587, 0.189, -0.497, -0.025, -1.280, 0.358, 0.255, 0.167, 0.338, 0.434, 0.357, 0.255, 0.362, -0.105, -0.118, 0.246, -0.473, -0.530, -0.510, -0.345, 0.265, -0.378, 0.060, 0.388, 0.398, 0.356, 0.423, -0.403, 0.117, 0.038, -1.168, -0.780, -0.405, -0.401, 0.800, 0.367, 0.369, 0.335, 0.298]
}

=====

No. 2
{
  "formula": "C32H37N11S2Zr",
  "method": "wB97M-V/def2-TZVPD",
  "lumo_energy_ev": -6.0,
  "relative_energy_kcal_mol": 0.00,
  "gap_ha": 0.2567,
  "charge": 2,
  "species": ["Zr", "C", "N", "C", "C", "C", "C", "C", "C", "C", "N", "C", "C", "C", "C", "C", "C", "N", "C", "C", "H", "H", "H", "H", "H", "H", "H", "H", "H", "H", "H", "H", "H", "H", "H", "H", "H", "H", "H", "H", "N", "C", "S", "N", "N", "C", "C", "C", "C", "C", "C", "C", "C", "C", "C", "C", "C", "N", "H", "H", "H", "H", "H", "H", "H", "H", "H", "H", "H", "C", "C", "N", "N", "C", "S", "N", "N", "H", "H", "H", "H", "H", "H"],
  "positions_angstrom": [[-0.0545, 0.4094, 0.3915], [2.1542, -1.2872, 2.3616], [0.6977, -1.0983, 2.1856], [0.1617, -0.6246, 3.5025], [-0.0007, -2.3498, 1.8950], [0.4799, -3.6006, 2.2375], [-0.2986, -4.7285, 2.0019], [-1.5612, -4.5906, 1.4489], [-2.0443, -3.3361, 1.0995], [-1.2569, -2.2052, 1.3000], [-1.6099, -0.9128, 0.8512], [-3.0025, -0.7172, 0.5921], [-3.9049, -0.7491, 1.6519], [-5.2507, -0.4841, 1.4516], [-5.7082, -0.1745, 0.1793], [-4.8197, -0.1457, -0.8866], [-3.4659, -0.4203, -0.6992], [-2.5127, -0.3747, -1.7713], [-2.3758, -1.7099, -2.3752], [-2.8411, 0.5770, -2.8345], [2.3574, -1.9074, 3.2356], [2.6174, -0.3167, 2.5220], [2.5824, -1.7636, 1.4819], [0.2899, -1.4183, 4.2404], [-0.8968, -0.3903, 3.4078], [0.7018, 0.2633, 3.8162], [1.4516, -3.7185, 2.6948], [0.0802, -5.7052, 2.2685], [-2.1778, -5.4635, 1.2815], [-3.0304, -3.2370, 0.6646], [-3.5325, -0.9859, 2.6418], [-5.9369, -0.5134, 2.2870], [-6.7562, 0.0345, 0.0124], [-5.1860, 0.0811, -1.8792], [-3.2734, -1.9712, -2.9479], [-2.2484, -2.4632, -1.6001], [-1.5180, -1.7252, -3.0482], [-3.6617, 0.2300, -3.4718], [-1.9632, 0.7175, -3.4642], [-3.1332, 1.5405, -2.4150], [2.5252, 3.6748, 2.5156], [2.0377, 2.6465, 1.8132], [0.3257, 2.3116, 2.0230], [2.8482, 1.9889, 1.0399], [2.2762, 0.9392, 0.3800], [3.0498, 0.3276, -0.4533], [4.4484, 0.7125, -0.7432], [4.7854, 1.1307, -2.0272], [6.0969, 1.4753, -2.3181], [7.0722, 1.3798, -1.3360], [6.7371, 0.9514, -0.0581], [5.4248, 0.6267, 0.2439], [2.4743, -0.8660, -1.0968], [3.2464, -1.7301, -1.8525], [2.6787, -2.9032, -2.3316], [1.3616, -3.1888, -2.0229], [0.6486, -2.2770, -1.2664], [1.1731, -1.1275, -0.8258], [1.9381, 4.2165, 3.1233], [3.4951, 3.9242, 2.4075], [4.0230, 1.1981, -2.7952], [6.3569, 1.8139, -3.3118], [8.0966, 1.6392, -1.5662], [7.4987, 0.8760, 0.7062], [5.1585, 0.3125, 1.2451], [4.2825, -1.4918, -2.0417], [3.2702, -3.5915, -2.9204], [0.8865, -4.1029, -2.3488], [-0.3717, -2.4727, -0.9825], [-3.9539, 4.3524, 0.0298], [-2.7681, 4.0795, -0.8130], [-2.3602, 4.7688, -1.8273], [-1.2465, 4.1146, -2.2738], [-0.9449, 3.0361, -1.5613], [0.3084, 1.9181, -1.7774], [-1.9108, 3.0087, -0.6143], [-2.0260, 1.9731, 0.3131], [-4.4698, 5.2216, -0.3688], [-3.6613, 4.5625, 1.0600], [-4.6395, 3.5026, 0.0280], [-0.7409, 4.4707, -3.0708], [-2.0989, 2.3875, 1.2416], [-2.8842, 1.4454, 0.1238]],
  "forces_ev_per_angstrom": [[0.153, 0.028, 0.045], [-0.017, -0.006, 0.002], [-0.009, 0.008, -0.005], [0.017, -0.015, -0.004], [-0.037, 0.028, -0.033], [-0.026, -0.045, -0.021], [0.016, 0.022, 0.004], [0.007, 0.026, -0.006], [0.019, -0.047, 0.006], [0.045, -0.007, 0.067], [-0.041, -0.008, -0.069], [-0.027, 0.015, 0.029], [0.017, 0.004, -0.002], [0.006, -0.004, 0.011], [0.003, 0.004, -0.010], [0.006, -0.015, 0.007], [-0.024, 0.014, 0.000], [-0.001, -0.020, -0.029], [0.008, -0.004, 0.004], [-0.011, 0.002, 0.008], [0.007, -0.002, 0.000], [0.001, -0.005, 0.002], [0.000, -0.001, 0.000], [-0.003, 0.001, -0.001], [0.000, 0.005, 0.000], [-0.010, 0.005, 0.005], [0.009, 0.000, 0.000], [-0.007, -0.001, 0.000], [-0.003, 0.001, 0.001], [0.006, -0.015, -0.004], [-0.015, 0.005, 0.005], [0.002, -0.002, 0.001], [0.002, 0.003, -0.007], [-0.013, 0.006, 0.005], [0.002, -0.009, -0.001], [-0.003, 0.006, 0.003], [-0.008, 0.003, -0.008], [-0.004, 0.005, -0.004], [0.006, -0.007, -0.001], [0.010, 0.001, -0.002], [-0.013, 0.019, -0.001], [0.054, -0.017, 0.007], [-0.029, 0.054, 0.011], [-0.079, -0.024, 0.002], [-0.001, 0.006, -0.004], [-0.016, -0.003, -0.031], [-0.025, -0.015, 0.014], [0.011, -0.002, 0.010], [-0.005, 0.002, -0.009], [0.004, 0.002, -0.005], [-0.014, -0.010, 0.009], [0.026, 0.019, 0.004], [-0.018, 0.018, 0.027], [-0.018, -0.028, -0.022], [0.019, 0.002, -0.002], [-0.005, 0.016, 0.007], [-0.018, 0.012, -0.003], [0.023, 0.015, 0.015], [0.002, 0.000, -0.001], [0.003, 0.001, 0.001], [0.002, 0.002, -0.003], [0.003, 0.000, 0.000], [0.001, 0.002, -0.001], [0.004, 0.002, -0.003], [-0.002, -0.002, -0.005], [0.001, 0.002, 0.008], [0.000, -0.001, 0.000], [-0.009, 0.002, 0.002], [0.000, -0.017, -0.012], [0.008, 0.012, -0.001], [-0.055, 0.065, -0.015], [0.004, -0.054, 0.011], [0.035, 0.047, -0.015], [-0.025, -0.057, -0.020], [-0.005, 0.008, -0.024], [0.058, -0.007, 0.021], [-0.007, -0.046, 0.018], [-0.003, -0.001, 0.004], [-0.001, 0.001, 0.001], [0.002, -0.001, -0.003], [0.004, 0.004, 0.008], [-0.005, -0.007, -0.001], [0.002, 0.001, 0.002]],
  "mulliken_charge": [-0.204, -1.736, 1.343, -1.158, 0.140, -0.260, -1.028, -0.916, -0.558, -0.462, 2.520, -1.269, -0.435, -0.910, -1.060, -0.051, 0.296, 1.053, -1.205, -1.408, 0.605, 0.309, 0.549, 0.410, 0.178, 0.476, 0.433, 0.480, 0.471, 0.530, 0.479, 0.479, 0.462, 0.472, 0.455, 0.370, 0.345, 0.472, 0.252, 0.460, -0.424, 0.616, -0.617, -1.713, 1.748, 0.643, -0.928, 0.050, -0.847, -0.464, -0.914, 0.028, 0.833, -1.089, -0.864, -1.324, -0.013, 0.854, 0.218, 0.241, 0.462, 0.432, 0.430, 0.442, 0.431, 0.590, 0.468, 0.580, 0.464, -1.277, 1.141, -0.837, 0.324, 0.117, -0.526, 0.451, -0.545, 0.372, 0.333, 0.299, 0.174, 0.479, -0.217]
}

=====

What are the calculated total energy values for these records? In order: -4040.77393; -2687.02670 Ha.